The following is a DFT calculation (ωB97M-V/def2-TZVPD) of a molecular structure, C4H9NO2 at a distorted geometry.

Calculated total energy   -362.6790 Ha
Molar mass   103.1 g mol⁻¹
Energy above the lowest of the compared OMol25 structures with the same formula, charge and spin   255.1 kcal per mole
Highest occupied orbital energy (spin up / spin down)   -8.1324 / -8.2803 eV
Gap between HOMO and LUMO (spin up / spin down)   5.9 / 6.1 eV

Each line ends with the natural charge from an NBO analysis.
Geometry (Å):
C1 -2.3164 0.9458 0.0042  -0.701
C2 1.6071 1.4235 0.0784  -0.294
C3 -0.4353 -0.7342 0.3954  0.383
C4 -1.0513 0.4257 0.5116  0.069
N1 -0.1236 -1.9987 0.5054  -0.851
O1 1.3078 -0.1807 -0.0314  -0.441
O2 1.9718 -1.8312 -0.9864  -0.805
H1 1.2482 -1.5457 -1.5713  0.443
H2 -0.3394 -2.3106 1.4502  0.398
H3 0.9572 -2.4753 -0.2527  0.482
H4 -3.0579 0.1391 -0.0245  0.251
H5 -2.7506 1.7196 0.6396  0.225
H6 0.8454 2.1539 -0.1885  0.193
H7 1.9458 1.5041 1.1054  0.198
H8 2.4350 1.4132 -0.6264  0.203
H9 -2.2438 1.3515 -1.0090  0.248

The following is a DFT calculation (ωB97M-V/def2-TZVPD) of a molecular structure, C3H11NP at a distorted geometry.

Net charge   +1
Calculated total energy   -516.6733 Ha
Molar mass   92.1 g mol⁻¹
Energy above the lowest of the compared OMol25 structures with the same formula, charge and spin   88.8 kcal per mole
Highest occupied orbital energy   -13.8623 eV
Gap between HOMO and LUMO   10.1 eV

Each line ends with the natural charge from an NBO analysis.
Geometry (Å):
C1 1.1928 0.1530 1.1966  -0.717
C2 -0.5192 -1.5172 -1.9359  -0.920
C3 -0.1220 0.2193 0.4951  -0.291
N1 -0.8274 1.4871 0.8875  -0.719
P1 -0.0195 0.2245 -1.4846  0.554
H1 1.4395 0.8779 1.9636  0.237
H2 2.0381 0.3538 0.4390  0.247
H3 1.4874 -0.8351 1.6594  0.279
H4 -0.5930 -1.3926 -2.9740  0.246
H5 -1.4867 -1.7163 -1.4287  0.238
H6 0.0400 -2.4559 -1.6607  0.260
H7 -1.0751 -0.7114 0.8265  0.245
H8 -0.9410 1.5587 1.9900  0.445
H9 -1.7667 1.5251 0.4861  0.452
H10 -0.2529 2.3725 0.7549  0.449
H11 1.4058 -0.1435 -1.2149  -0.006